1.
{"formula": "C28H33N5O11STi", "method": "wB97M-V/def2-TZVPD", "symbols": ["Ti", "C", "C", "O", "C", "C", "C", "N", "N", "C", "O", "C", "C", "C", "C", "C", "C", "H", "H", "H", "H", "H", "H", "H", "H", "H", "H", "H", "H", "O", "C", "O", "C", "C", "C", "C", "C", "O", "C", "C", "O", "O", "H", "H", "H", "H", "H", "H", "H", "H", "C", "C", "S", "O", "O", "C", "C", "N", "C", "N", "C", "C", "N", "O", "O", "C", "H", "H", "H", "H", "H", "H", "H", "H", "H", "H", "H", "H", "H"], "positions_angstrom": [[1.8519, -0.2284, 0.0661], [-2.2627, -3.7341, -1.5389], [-1.1410, -2.7810, -1.1654], [-1.3512, -1.8393, -0.4126], [0.1217, -3.0312, -1.8588], [1.3518, -2.5882, -1.5497], [2.4771, -2.6153, -2.5456], [1.7032, -2.0993, -0.2918], [1.1880, -2.8044, 0.7987], [0.9489, -2.0498, 1.8077], [1.0700, -0.7189, 1.7501], [0.5070, -2.6499, 3.0814], [0.1834, -1.8308, 4.1585], [-0.2479, -2.3865, 5.3540], [-0.3586, -3.7621, 5.4787], [-0.0337, -4.5823, 4.4051], [0.3991, -4.0329, 3.2122], [-2.5928, -3.5145, -2.5558], [-3.0951, -3.6050, -0.8524], [-1.9248, -4.7708, -1.5299], [0.0300, -3.5875, -2.7865], [2.2697, -3.3315, -3.3377], [3.4159, -2.8637, -2.0537], [2.6052, -1.6316, -3.0053], [0.2768, -0.7585, 4.0537], [-0.4948, -1.7442, 6.1893], [-0.6929, -4.1972, 6.4114], [-0.1147, -5.6570, 4.5020], [0.6608, -4.6593, 2.3714], [4.9362, 1.0977, -1.8127], [3.9412, 1.2985, -1.1717], [2.7902, 0.6612, -1.3641], [3.8839, 2.3736, -0.0774], [2.4618, 2.9062, 0.1144], [2.4484, 4.1568, 0.9940], [2.6744, 3.5612, 2.4039], [2.8581, 2.0848, 2.0785], [1.9035, 1.8936, 0.9963], [4.2009, 1.8401, 1.3564], [4.4984, 0.3479, 1.4417], [5.4376, -0.0924, 2.0535], [3.5946, -0.3887, 0.8402], [4.5890, 3.1516, -0.3650], [1.8644, 2.9634, -0.7914], [1.4907, 4.6705, 0.9239], [3.2273, 4.8562, 0.6946], [1.8029, 3.7071, 3.0406], [3.5443, 3.9710, 2.9137], [2.6337, 1.3785, 2.8750], [5.0185, 2.3829, 1.8253], [-4.4256, -1.2204, -3.3504], [-4.0152, -0.4719, -2.0908], [-4.5213, 1.2284, -2.2643], [-5.9581, 1.2623, -2.3130], [-3.7473, 1.8271, -3.3249], [-4.0392, 2.0360, -0.7268], [-2.8036, 2.9147, -0.8528], [-1.5750, 2.1839, -1.1644], [-0.9161, 1.3577, -0.3219], [0.1457, 0.8314, -0.9211], [0.1574, 1.2879, -2.2107], [-0.8877, 2.1339, -2.3662], [-1.1357, 2.9642, -3.5150], [-0.7208, 2.5461, -4.5711], [-1.6793, 4.0377, -3.3352], [-1.3826, 1.0326, 1.0464], [-4.2070, -2.2779, -3.2342], [-3.8873, -0.8417, -4.2180], [-5.4947, -1.1099, -3.5266], [-2.9363, -0.4874, -1.9220], [-4.5214, -0.8579, -1.2057], [-3.9526, 1.2680, 0.0409], [-4.8930, 2.6665, -0.4777], [-2.6459, 3.4528, 0.0823], [-2.9431, 3.6449, -1.6428], [0.9282, 1.0342, -2.9159], [-1.8521, 1.8927, 1.5214], [-0.5469, 0.6946, 1.6519], [-2.0938, 0.2026, 1.0026]], "forces_ev_per_a": [[1.803, 0.768, -0.130], [0.067, 0.122, 0.111], [-0.182, -0.172, 0.185], [0.166, -0.131, -0.036], [-0.041, -0.141, -0.252], [0.475, -0.106, -0.045], [0.001, 0.027, 0.035], [-1.191, 0.692, 0.134], [-0.004, -0.306, -0.131], [-0.011, -0.023, 0.112], [-0.236, -0.221, -0.398], [-0.058, 0.100, 0.080], [0.009, -0.010, -0.028], [-0.004, 0.005, 0.002], [-0.007, -0.006, 0.019], [-0.006, -0.030, 0.014], [-0.007, 0.016, -0.010], [0.022, -0.015, -0.029], [-0.055, 0.007, 0.000], [0.044, 0.036, 0.042], [-0.051, 0.058, -0.008], [-0.010, 0.012, -0.040], [-0.004, -0.037, -0.006], [0.007, 0.007, 0.053], [0.005, 0.004, -0.005], [0.000, 0.006, 0.005], [-0.003, -0.006, 0.009], [0.001, -0.009, 0.004], [0.006, -0.012, -0.006], [-0.007, 0.009, 0.023], [0.067, 0.099, -0.097], [-0.364, -0.188, -0.020], [0.022, 0.038, -0.118], [0.011, 0.067, -0.110], [0.009, 0.001, -0.036], [0.023, -0.022, 0.008], [0.044, -0.045, 0.046], [-0.227, -0.221, 0.096], [0.004, -0.067, 0.148], [0.212, 0.177, -0.002], [-0.040, 0.065, -0.056], [-0.382, -0.247, 0.185], [-0.013, -0.010, 0.010], [0.015, -0.013, 0.022], [-0.001, -0.010, 0.001], [0.004, 0.003, -0.003], [0.006, -0.008, 0.005], [0.001, -0.002, -0.002], [-0.006, 0.031, -0.023], [-0.015, -0.024, -0.003], [-0.032, 0.051, -0.061], [0.004, 0.126, 0.012], [0.046, -0.009, 0.059], [-0.035, -0.013, -0.019], [-0.007, 0.000, -0.009], [0.042, -0.025, -0.022], [-0.039, 0.006, -0.051], [0.139, -0.006, -0.103], [-0.099, -0.136, -0.054], [-0.006, -0.344, 0.263], [0.033, 0.099, 0.041], [-0.088, -0.069, 0.035], [-0.012, -0.032, 0.062], [0.007, 0.012, -0.053], [0.001, 0.022, -0.013], [-0.053, 0.033, 0.063], [0.000, -0.035, -0.006], [0.000, -0.011, -0.003], [0.003, -0.012, -0.014], [-0.015, 0.020, 0.024], [0.011, 0.001, 0.034], [0.022, -0.005, 0.022], [-0.018, -0.023, 0.002], [-0.009, -0.011, -0.004], [-0.010, -0.009, 0.041], [0.023, 0.011, 0.013], [-0.032, 0.019, 0.010], [-0.021, 0.042, -0.008], [0.043, 0.032, -0.017]], "relative_energy_kcal_mol": 27.7, "gap_ev": 7.45, "e_homo_ha": -0.299, "total_energy_ev": -93495.993}

***

2.
{"formula": "C28H33NO6SSr", "method": "wB97M-V/def2-TZVPD", "symbols": ["Sr", "O", "C", "C", "N", "C", "C", "O", "O", "C", "C", "O", "O", "H", "H", "H", "H", "H", "H", "H", "H", "H", "C", "C", "C", "C", "C", "C", "C", "C", "C", "C", "H", "H", "H", "H", "H", "H", "H", "H", "H", "H", "H", "H", "H", "H", "O", "S", "C", "C", "C", "C", "C", "C", "C", "C", "C", "C", "C", "C", "H", "H", "H", "H", "H", "H", "H", "H", "H", "H"], "positions_angstrom": [[-0.2640, -0.8020, 0.7140], [1.7183, -2.9533, 1.0293], [1.1456, -4.2406, 0.8090], [-0.3194, -4.2769, 1.2079], [-1.1445, -3.2696, 0.5351], [-1.1787, -3.4504, -0.9229], [0.0479, -2.9223, -1.6909], [0.3199, -3.4638, -2.7489], [0.6702, -1.9109, -1.1680], [-2.5089, -3.2943, 1.0815], [-3.2706, -1.9732, 0.8569], [-4.4621, -2.0432, 0.6072], [-2.5632, -0.9035, 0.9971], [1.7204, -2.5264, 0.1488], [1.6870, -4.9659, 1.4189], [1.2686, -4.5354, -0.2355], [-0.3913, -4.0949, 2.2832], [-0.6998, -5.2942, 1.0203], [-2.0357, -2.8858, -1.3053], [-1.3347, -4.4973, -1.2055], [-2.4399, -3.4334, 2.1641], [-3.1028, -4.1232, 0.6837], [-1.9903, 2.0759, 2.6361], [-1.1108, 1.5133, 3.7549], [-0.8560, 2.5670, 4.8379], [0.2132, 0.9694, 3.2541], [0.6738, -0.2812, 3.6740], [1.8930, -0.7872, 3.2449], [2.7028, -0.0580, 2.3741], [4.0155, -0.6199, 1.8999], [2.2463, 1.1881, 1.9568], [1.0263, 1.6959, 2.3900], [-2.9253, 2.4454, 3.0593], [-2.2514, 1.3060, 1.9078], [-1.5053, 2.9098, 2.1243], [-1.6536, 0.6801, 4.2102], [-0.3173, 3.4198, 4.4188], [-0.2580, 2.1545, 5.6517], [-1.7992, 2.9288, 5.2493], [0.0575, -0.8703, 4.3455], [2.2128, -1.7698, 3.5672], [3.8482, -1.4868, 1.2588], [4.6175, -0.9541, 2.7455], [4.5855, 0.1226, 1.3435], [2.8504, 1.7743, 1.2737], [0.7015, 2.6624, 2.0263], [0.1479, 1.2779, -0.5707], [1.0019, 1.3677, -1.8157], [0.7624, 3.0548, -2.3696], [1.6430, 3.5955, -3.2924], [1.4490, 4.8983, -3.7253], [0.3903, 5.6455, -3.2259], [-0.4762, 5.0947, -2.2910], [-0.2921, 3.7905, -1.8550], [0.1171, 0.4991, -3.0898], [0.8539, -0.1745, -4.0487], [0.1856, -0.9398, -4.9914], [-1.1973, -1.0385, -4.9452], [-1.9222, -0.3710, -3.9651], [-1.2644, 0.4065, -3.0260], [2.4701, 3.0050, -3.6691], [2.1292, 5.3298, -4.4473], [0.2447, 6.6634, -3.5626], [-1.2972, 5.6794, -1.8977], [-0.9454, 3.3451, -1.1158], [1.9359, -0.1371, -4.0296], [0.7466, -1.4948, -5.7300], [-1.7132, -1.6646, -5.6607], [-2.9989, -0.4687, -3.9231], [-1.8102, 0.9106, -2.2369]], "forces_ev_per_a": [[0.404, 0.343, 0.576], [0.084, 0.050, 0.022], [-0.123, 0.037, 0.020], [0.077, -0.064, -0.077], [-0.038, -0.232, 0.044], [-0.024, 0.089, 0.041], [0.095, 0.007, -0.228], [0.060, 0.052, -0.001], [-0.061, -0.148, -0.187], [0.036, 0.074, 0.061], [-0.146, 0.018, -0.024], [-0.005, 0.098, 0.008], [-0.129, -0.184, -0.066], [-0.026, -0.101, -0.036], [0.014, 0.002, 0.004], [0.040, -0.002, -0.005], [-0.004, 0.007, 0.010], [-0.030, 0.022, 0.004], [-0.005, -0.021, -0.006], [-0.007, -0.013, 0.034], [-0.009, 0.017, 0.001], [0.032, -0.005, -0.050], [0.032, -0.070, 0.055], [0.019, 0.116, 0.011], [-0.018, -0.059, -0.033], [-0.118, 0.004, 0.005], [-0.030, -0.099, 0.033], [-0.097, 0.006, -0.015], [0.051, -0.006, -0.048], [-0.064, 0.004, 0.001], [-0.005, -0.011, 0.002], [-0.023, -0.002, -0.016], [-0.005, 0.020, -0.018], [-0.024, 0.026, -0.026], [0.003, -0.002, -0.001], [0.025, -0.017, 0.013], [0.002, 0.007, 0.011], [0.004, 0.031, 0.013], [0.005, 0.006, 0.004], [0.009, 0.012, 0.015], [0.003, 0.003, 0.013], [0.019, -0.006, 0.012], [0.019, 0.006, -0.004], [0.002, 0.001, -0.005], [0.006, -0.007, -0.002], [0.005, 0.002, 0.003], [0.051, -0.059, -0.120], [0.002, 0.172, -0.034], [-0.079, -0.037, 0.008], [0.030, -0.051, -0.020], [0.002, -0.008, 0.001], [-0.001, -0.002, 0.000], [0.035, -0.026, -0.014], [-0.019, 0.033, 0.035], [-0.026, -0.100, -0.012], [0.010, 0.032, 0.025], [-0.069, 0.002, 0.005], [0.056, -0.008, -0.027], [0.012, 0.003, 0.012], [-0.045, 0.042, 0.021], [-0.001, 0.009, -0.010], [-0.006, 0.013, 0.000], [-0.002, 0.000, 0.000], [0.003, 0.009, -0.006], [0.003, -0.010, -0.012], [-0.002, -0.018, -0.011], [0.000, -0.006, 0.000], [-0.004, 0.005, -0.005], [0.000, 0.004, 0.009], [-0.003, -0.011, -0.014]], "relative_energy_kcal_mol": 12.4, "gap_ev": 8.90, "e_homo_ha": -0.317, "total_energy_ev": -55021.793}

***

3.
{"formula": "C28H34Cl3GeN6O11PSTi", "method": "wB97M-V/def2-TZVPD", "symbols": ["Ti", "O", "N", "C", "C", "C", "C", "C", "S", "H", "H", "H", "H", "N", "N", "H", "H", "H", "H", "Cl", "Ge", "Cl", "Cl", "O", "C", "O", "C", "C", "C", "C", "O", "C", "O", "C", "C", "H", "H", "H", "H", "H", "C", "P", "C", "C", "O", "H", "H", "H", "H", "H", "H", "H", "H", "H", "O", "C", "O", "C", "C", "C", "C", "C", "C", "N", "O", "O", "H", "H", "H", "H", "N", "C", "N", "C", "C", "O", "C", "C", "H", "H", "H", "H", "H", "H", "H", "H"], "positions_angstrom": [[-1.1593, -0.7525, 1.2279], [-0.1400, -2.3109, 1.3102], [0.0377, -3.3289, 0.4454], [-1.0630, -4.0599, 0.1357], [-0.9729, -5.1055, -0.7245], [0.2920, -5.4063, -1.2679], [1.3829, -4.6689, -0.9240], [1.3101, -3.5617, -0.0258], [2.6215, -2.6231, 0.4110], [-1.9665, -3.7420, 0.6308], [-1.8553, -5.6797, -0.9604], [0.4001, -6.2329, -1.9590], [2.3630, -4.8805, -1.3242], [-3.9768, -0.1164, 4.9414], [-2.5446, -0.3699, 5.0764], [-4.4066, -0.7932, 5.5681], [-4.1966, -0.5088, 4.0273], [-2.3265, -0.1940, 6.0530], [-2.0713, 0.3801, 4.5680], [-1.7433, -4.8988, 3.3427], [-1.6511, -2.8695, 4.4280], [-3.0371, -1.8161, 2.3201], [-3.4356, -3.3496, 5.7461], [-3.1037, 0.1599, -1.7423], [-2.1537, -0.6029, -1.6442], [-1.8488, -1.2415, -0.5484], [-1.2776, -0.8816, -2.8307], [-1.6511, -0.3667, -4.0651], [-0.8733, -0.5676, -5.2074], [0.2791, -1.2969, -5.0456], [1.2042, -1.6381, -5.9934], [2.2609, -2.2935, -5.2864], [1.8302, -2.5066, -3.9486], [0.6519, -1.8159, -3.8179], [-0.1006, -1.6308, -2.6901], [-2.5659, 0.2064, -4.1214], [-1.1582, -0.1711, -6.1718], [3.1480, -1.6531, -5.2902], [2.4670, -3.2537, -5.7597], [0.2067, -2.0248, -1.7347], [-4.9171, 0.6034, 0.5928], [-3.5284, 1.6710, 0.9589], [-3.8925, 2.4671, 2.5207], [-3.4789, 2.9569, -0.2900], [-2.1758, 0.9864, 1.0192], [-5.8100, 1.2272, 0.5164], [-5.0433, -0.1140, 1.4015], [-4.7350, 0.0828, -0.3449], [-4.7560, 3.1265, 2.4174], [-3.0131, 3.0282, 2.8357], [-4.1000, 1.7171, 3.2866], [-4.4746, 3.3709, -0.4524], [-3.1113, 2.5159, -1.2149], [-2.8082, 3.7483, 0.0453], [-0.9451, 1.9240, 3.6780], [-0.0891, 1.2494, 3.1273], [-0.4069, -0.0079, 2.7041], [1.2498, 1.6713, 2.7849], [2.2430, 0.7594, 2.3640], [3.4616, 1.2002, 1.9234], [3.7287, 2.5890, 1.8651], [2.7620, 3.5101, 2.3374], [1.5568, 3.0501, 2.7941], [4.9162, 3.0490, 1.3225], [5.7612, 2.2095, 0.8989], [5.1371, 4.2900, 1.2879], [2.0357, -0.3033, 2.3696], [4.2258, 0.5074, 1.6032], [3.0000, 4.5628, 2.3138], [0.8018, 3.7426, 3.1446], [0.3633, 0.2263, 0.0449], [1.1715, 0.7538, -0.5853], [2.1177, 1.2804, -1.3039], [3.1002, 0.4016, -1.9608], [4.4311, 1.1268, -2.0073], [4.2677, 2.3874, -2.6447], [3.4622, 3.2332, -1.8419], [2.0507, 2.6778, -1.7468], [2.7537, 0.1880, -2.9783], [3.1607, -0.5312, -1.3980], [5.1399, 0.5562, -2.6072], [4.8419, 1.2661, -1.0003], [3.4409, 4.2103, -2.3230], [3.9025, 3.3427, -0.8476], [1.5700, 2.7148, -2.7307], [1.4559, 3.2419, -1.0288]], "forces_ev_per_a": [[0.174, 0.264, -0.027], [-0.035, 0.140, -0.039], [-0.060, -0.009, 0.003], [0.011, 0.005, -0.009], [0.011, 0.009, -0.020], [-0.026, -0.017, 0.003], [0.020, 0.052, -0.003], [-0.034, -0.091, 0.028], [0.010, 0.075, -0.010], [-0.011, -0.021, -0.004], [-0.001, 0.000, 0.007], [0.002, 0.001, 0.002], [-0.005, -0.002, -0.008], [-0.007, -0.025, 0.021], [0.027, 0.070, 0.002], [-0.013, 0.015, 0.033], [0.006, -0.003, 0.031], [-0.005, -0.011, -0.003], [-0.063, -0.013, 0.005], [0.006, -0.013, -0.058], [0.000, 0.051, 0.062], [0.118, -0.008, -0.136], [-0.022, 0.042, -0.021], [0.112, 0.032, -0.121], [-0.056, -0.091, -0.037], [0.124, 0.018, 0.227], [-0.002, 0.008, 0.027], [0.022, 0.021, -0.008], [0.004, -0.010, 0.004], [0.011, 0.022, -0.010], [-0.022, -0.030, 0.006], [0.011, 0.010, -0.009], [-0.023, -0.032, 0.002], [0.024, 0.023, 0.005], [0.030, -0.006, 0.018], [-0.002, -0.004, 0.004], [0.004, 0.003, 0.000], [-0.002, 0.014, 0.005], [0.007, 0.009, 0.003], [-0.005, -0.009, 0.034], [-0.070, 0.003, 0.049], [-0.018, 0.132, 0.031], [0.024, -0.027, -0.008], [-0.009, 0.005, 0.001], [-0.013, -0.387, -0.029], [-0.022, -0.014, 0.020], [-0.002, -0.014, 0.015], [0.006, 0.045, 0.067], [0.003, -0.001, -0.017], [0.006, 0.017, 0.003], [0.023, 0.014, 0.017], [0.006, 0.014, 0.023], [-0.010, -0.012, -0.006], [0.027, -0.014, -0.023], [-0.015, -0.058, 0.130], [-0.024, 0.146, -0.246], [-0.088, -0.305, -0.161], [0.080, 0.032, 0.060], [-0.019, 0.012, -0.003], [-0.012, -0.015, -0.012], [-0.021, 0.019, -0.076], [0.009, -0.001, -0.037], [-0.037, -0.047, 0.007], [0.140, -0.036, 0.381], [-0.050, 0.000, -0.137], [-0.066, 0.023, -0.137], [-0.008, -0.007, -0.005], [0.003, 0.004, -0.001], [0.002, -0.001, 0.002], [0.003, 0.005, 0.008], [-0.347, 0.086, 0.103], [0.102, -0.147, -0.077], [0.087, 0.052, 0.097], [0.011, -0.011, -0.024], [0.000, -0.038, 0.011], [-0.003, 0.038, -0.020], [0.024, -0.018, 0.019], [-0.036, -0.019, -0.041], [-0.009, -0.011, 0.005], [0.005, 0.009, -0.010], [-0.007, -0.001, 0.002], [-0.004, 0.000, -0.003], [-0.009, -0.001, -0.004], [-0.007, 0.019, -0.005], [-0.017, 0.013, 0.008], [0.021, 0.009, 0.015]], "charge": -1, "multiplicity": 2, "relative_energy_kcal_mol": 9.0, "gap_ev": [4.28, 6.95], "e_homo_ha": [-0.110, -0.207], "total_energy_ev": -198380.202}